107
Properties=species:S:1:pos:R:3:forces:R:3:mulliken_charge:R:1 method="wB97M-V/def2-TZVPD" charge=-1 energy_ev=-104624.0225 multiplicity=2
Ru 0.183594 -1.227207 0.423853 0.31 -0.33 -0.92 0.58
C 4.007094 -5.136307 3.244853 -0.17 -0.11 0.13 -0.73
C 2.582094 -5.002907 3.774753 0.28 0.01 -0.24 -0.33
N 2.190594 -3.610007 3.866453 0.02 -0.13 0.45 -0.27
C 1.680794 -2.976107 2.752153 -0.56 0.91 -0.73 0.08
S 0.519594 -1.721807 3.079853 -0.49 0.55 -1.30 -0.51
N 2.097594 -3.341707 1.587753 0.92 -1.16 0.98 -1.16
N 1.624994 -2.776407 0.476753 -0.95 0.96 -1.10 1.56
C 2.143994 -3.230207 -0.684647 0.11 0.00 0.68 0.25
C 3.281694 -4.214507 -0.654547 -0.07 0.14 0.06 -1.63
C 1.602694 -2.794007 -1.902147 0.36 -0.11 0.30 -0.19
C 2.033594 -3.302907 -3.161547 0.02 -0.03 -0.13 -0.92
C 1.446594 -2.870207 -4.312547 0.16 -0.10 0.05 -0.94
C 0.422994 -1.907507 -4.246147 -0.26 0.24 -0.21 -1.04
C 0.060794 -1.443607 -2.995947 -0.29 0.03 -0.33 -0.53
N 0.606994 -1.848007 -1.868947 -0.49 0.93 1.68 1.82
H 4.303794 -6.183007 3.208153 0.10 -0.14 -0.01 0.35
H 4.694494 -4.588207 3.885153 0.11 0.02 0.10 0.29
H 4.059494 -4.714407 2.247753 0.01 0.00 -0.03 0.03
H 2.513494 -5.449107 4.770753 -0.04 0.06 -0.02 0.40
H 1.896194 -5.537307 3.103953 0.04 -0.01 0.08 0.20
H 1.689994 -3.337607 4.699353 0.01 -0.14 -0.13 0.27
H 3.715894 -4.206907 0.341353 -0.01 -0.08 -0.14 -0.03
H 4.054794 -3.942007 -1.371747 0.04 -0.01 -0.14 0.41
H 2.945094 -5.228407 -0.878447 0.00 -0.12 -0.01 0.30
H 2.806494 -4.054607 -3.192147 0.07 -0.07 0.00 0.49
H 1.761694 -3.261707 -5.270347 0.05 -0.07 -0.06 0.37
H -0.055806 -1.538907 -5.141447 -0.10 0.05 0.03 0.43
H -0.720906 -0.697807 -2.895247 0.00 0.05 -0.03 -0.05
C -1.884406 6.696793 0.267353 -0.20 -0.37 -0.34 -0.72
S -2.885306 5.815493 -0.966947 0.11 0.11 -0.03 -0.13
C -1.591806 4.926893 -1.909647 -0.41 0.06 0.22 -1.32
C -1.412906 3.477593 -1.495747 0.07 0.18 0.06 0.40
C -0.884006 3.334393 -0.064447 0.02 0.23 -0.30 -1.01
N -0.292306 2.033193 0.205453 1.56 0.56 -0.35 0.79
P 1.429794 1.858293 -0.075047 -2.35 -2.16 1.11 3.19
C 1.917094 1.792793 -1.782047 0.02 0.31 -1.03 0.19
C 2.395394 0.592693 -2.330547 -0.15 0.45 0.90 -1.28
C 2.770694 0.540393 -3.651447 0.20 0.22 -0.86 -0.32
C 2.674694 1.667593 -4.463647 -0.08 -0.18 0.52 -0.92
C 2.204394 2.861993 -3.927947 0.08 0.09 -0.46 -0.91
C 1.821494 2.931493 -2.607747 0.08 -0.51 0.62 -0.36
C 2.159894 3.336893 0.620353 0.99 0.57 0.86 0.60
C 1.806194 3.695693 1.939453 -0.22 -0.36 -1.01 -0.63
C 2.505694 4.658993 2.626653 0.26 0.38 0.21 -0.65
C 3.605694 5.280093 2.047253 -0.11 -0.36 -0.50 -0.63
C 4.005394 4.892393 0.766253 0.33 0.65 0.70 -0.66
C 3.311694 3.935793 0.068853 -0.96 -0.69 -0.15 -0.86
P -1.223206 0.613693 0.524053 1.12 -1.54 0.50 1.48
C -1.711506 0.633793 2.279653 -0.02 0.24 0.11 0.41
C -2.555406 -0.424507 2.625353 -0.06 0.10 -0.11 -0.41
C -2.928906 -0.614007 3.939553 -0.05 -0.04 0.01 -0.51
C -2.449206 0.236893 4.924653 0.00 0.09 0.14 -0.67
C -1.600606 1.276693 4.589153 -0.04 0.00 0.26 -0.55
C -1.235206 1.479393 3.269353 -0.07 -0.07 -0.31 0.17
C -2.861606 1.022293 -0.162647 -0.32 0.06 -0.21 0.45
C -3.746106 1.845893 0.541853 0.31 -0.15 -0.12 -0.23
C -4.988506 2.147893 0.024553 -0.22 0.12 -0.10 -0.99
C -5.385706 1.619393 -1.197347 0.18 -0.04 0.04 -0.61
C -4.523206 0.781593 -1.893547 -0.29 0.08 -0.14 -0.64
C -3.273406 0.484793 -1.382447 0.32 -0.04 0.35 -0.34
H -2.539506 7.423593 0.736753 -0.01 0.07 0.09 0.39
H -1.066406 7.208693 -0.230747 0.09 0.11 0.04 0.26
H -1.505106 6.002493 1.009353 0.11 0.03 0.16 0.13
H -0.672006 5.499893 -1.791947 0.11 0.04 -0.13 0.37
H -1.915006 4.976193 -2.949147 0.11 0.06 -0.04 0.54
H -0.704706 3.006993 -2.182547 -0.06 -0.06 0.00 0.12
H -2.364306 2.958793 -1.602847 0.04 -0.01 -0.02 0.13
H -1.690706 3.527093 0.648553 0.13 0.11 0.02 0.00
H -0.088406 4.078393 0.091153 -0.36 0.11 0.05 0.74
H 2.472194 -0.286007 -1.708147 -0.05 -0.06 0.05 0.09
H 3.138994 -0.384407 -4.068647 -0.02 -0.15 0.03 0.45
H 2.969594 1.613593 -5.500047 0.03 0.01 -0.12 0.42
H 2.148994 3.744093 -4.552747 -0.05 0.03 -0.01 0.42
H 1.478194 3.868193 -2.187147 -0.05 0.07 -0.04 0.61
H 0.956894 3.205993 2.390553 0.00 -0.01 0.10 0.42
H 2.206994 4.924193 3.631153 -0.05 0.01 0.05 0.44
H 4.149194 6.044693 2.581153 0.08 0.03 0.06 0.39
H 4.890294 5.339293 0.332153 -0.01 0.02 -0.07 0.42
H 3.648994 3.631293 -0.910947 0.05 0.00 -0.05 0.39
H -2.882106 -1.105507 1.846253 0.05 -0.14 0.03 0.15
H -3.570206 -1.443107 4.207253 -0.01 -0.04 -0.03 0.41
H -2.725106 0.079693 5.958653 0.00 -0.02 0.05 0.34
H -1.207506 1.920993 5.363053 0.02 0.08 0.06 0.40
H -0.570506 2.289493 3.011453 0.03 0.07 -0.02 -0.55
H -3.451506 2.246393 1.503153 -0.05 -0.01 0.03 0.39
H -5.648906 2.801793 0.578253 -0.06 0.01 0.00 0.42
H -6.364806 1.852193 -1.593447 -0.03 -0.01 -0.05 0.39
H -4.833306 0.351293 -2.836847 0.00 -0.03 -0.02 0.46
H -2.609706 -0.188807 -1.905447 0.04 -0.12 -0.05 0.20
C -0.801906 -5.164307 -1.007747 -0.47 0.38 0.21 -1.02
Si -2.114506 -3.873607 -0.443447 -0.19 -0.83 -0.16 0.40
C -3.222906 -4.717607 0.888853 0.36 0.19 -0.59 -1.32
C -3.247406 -3.589307 -1.977047 0.34 -0.13 0.54 -1.20
O -1.505706 -2.544207 0.125253 0.47 0.78 0.44 -0.77
H -1.207106 -6.165307 -1.139747 -0.19 -0.18 -0.03 0.53
H -0.001606 -5.225407 -0.274247 0.14 0.05 0.18 0.21
H -0.354706 -4.862107 -1.951847 0.09 0.11 -0.18 0.18
H -3.621006 -5.659607 0.524853 -0.14 -0.30 -0.10 0.38
H -4.065206 -4.085707 1.156953 -0.16 0.21 0.03 0.30
H -2.659906 -4.920807 1.794853 0.20 0.02 0.15 0.31
H -3.733506 -4.512407 -2.281047 -0.11 -0.26 -0.07 0.40
H -2.670006 -3.228407 -2.823247 0.22 0.10 -0.17 0.25
H -4.026806 -2.861107 -1.770447 -0.16 0.20 0.13 0.25
C 1.750594 0.318293 0.745853 0.34 0.50 -0.07 -2.43
H 1.717894 0.570093 1.821053 0.02 -0.14 -0.19 0.69
H 2.787994 0.044093 0.507253 -0.09 -0.16 0.03 0.70